C23H36Br12FI2N4O3 | ωB97M-V/def2-TZVPD

Structure (XYZ):
```
81
C23H36Br12FI2N4O3 (ωB97M-V/def2-TZVPD)
C -3.016 3.461 -2.053
C -1.700 3.201 -1.184
I -0.088 4.694 -1.372
C -1.480 2.116 -0.292
I -3.023 0.565 -0.005
N -0.234 1.902 0.503
C -0.052 2.203 1.917
C 1.416 1.790 2.259
C 2.137 1.933 3.668
O 2.393 0.891 4.358
N 2.581 3.235 4.262
C 2.470 3.027 5.748
O 1.333 3.260 6.237
F 3.577 2.551 6.526
N 1.888 1.286 0.970
C 3.297 0.803 0.899
C 4.307 2.068 0.758
O 4.204 2.873 -0.205
C 0.956 1.342 -0.124
C 1.067 0.952 -1.664
N 2.166 0.008 -2.005
H -3.790 2.621 -2.021
H -3.464 4.478 -1.715
H -2.682 3.633 -3.151
H -0.776 2.632 2.693
H 3.565 3.441 4.020
H 3.534 0.344 1.941
H 3.491 -0.029 0.142
H 5.094 2.239 1.598
H 0.071 0.410 -1.933
H 1.100 1.866 -2.380
H 2.146 -0.834 -1.400
H 2.006 -0.367 -2.967
Br -0.142 0.817 -4.768
C 0.854 0.079 -6.274
C 0.772 -1.427 -6.297
Br 1.946 -2.220 -4.957
H 1.874 0.456 -6.196
H 0.382 0.504 -7.162
H 1.127 -1.817 -7.253
H -0.233 -1.808 -6.105
Br -5.711 3.614 1.018
C -7.026 2.296 1.593
C -6.977 2.089 3.086
Br -5.451 0.989 3.598
H -6.834 1.385 1.025
H -7.991 2.708 1.293
H -7.853 1.535 3.427
H -6.900 3.021 3.648
Br 0.201 -3.266 7.111
C 1.606 -1.924 6.895
C 2.417 -2.185 5.644
Br 3.671 -3.654 5.907
H 2.202 -1.936 7.797
H 1.082 -0.972 6.819
H 3.038 -1.321 5.403
H 1.805 -2.440 4.777
Br 2.540 -2.513 -9.436
C 3.564 -3.588 -8.172
C 3.831 -4.968 -8.718
Br 2.244 -6.094 -8.599
H 3.006 -3.596 -7.235
H 4.499 -3.044 -8.028
H 4.587 -5.479 -8.120
H 4.141 -4.966 -9.764
Br -3.547 -1.953 -5.445
C -3.780 -2.144 -7.371
C -3.794 -3.596 -7.779
Br -1.993 -4.345 -7.784
H -2.983 -1.570 -7.846
H -4.740 -1.673 -7.589
H -4.150 -3.704 -8.805
H -4.397 -4.223 -7.122
Br 0.594 -1.709 8.988
C 0.582 -0.343 10.389
C -0.823 -0.044 10.850
Br -1.767 1.074 9.561
H 1.099 0.530 9.987
H 1.173 -0.766 11.205
H -0.811 0.536 11.774
H -1.428 -0.940 10.997
```

Summary:
E_HOMO, eV: -10.365
Total energy, a.u.: -32925.6172
Total charge: +1
Kohn-Sham gap, eV: 6.479

Okay, here come the Löwdin numbers, in e, for every atom: atom 1 (C): -0.166, atom 2 (C): -0.657, atom 3 (I): 0.837, atom 4 (C): -0.686, atom 5 (I): 0.828, atom 6 (N): -0.102, atom 7 (C): 0.115, atom 8 (C): 0.017, atom 9 (C): -0.242, atom 10 (O): 0.073, atom 11 (N): 0.137, atom 12 (C): -0.323, atom 13 (O): 0.120, atom 14 (F): 0.060, atom 15 (N): -0.003, atom 16 (C): -0.068, atom 17 (C): -0.145, atom 18 (O): 0.027, atom 19 (C): -0.036, atom 20 (C): -0.231, atom 21 (N): -0.016, atom 22 (H): 0.044, atom 23 (H): 0.096, atom 24 (H): 0.092, atom 25 (H): 0.164, atom 26 (H): 0.140, atom 27 (H): 0.136, atom 28 (H): 0.133, atom 29 (H): 0.143, atom 30 (H): 0.096, atom 31 (H): 0.082, atom 32 (H): 0.081, atom 33 (H): -0.017, atom 34 (Br): 0.683, atom 35 (C): -0.645, atom 36 (C): -0.667, atom 37 (Br): 0.681, atom 38 (H): 0.062, atom 39 (H): 0.067, atom 40 (H): -0.020, atom 41 (H): 0.028, atom 42 (Br): 0.579, atom 43 (C): -0.686, atom 44 (C): -0.686, atom 45 (Br): 0.581, atom 46 (H): 0.049, atom 47 (H): 0.062, atom 48 (H): 0.062, atom 49 (H): 0.055, atom 50 (Br): 0.621, atom 51 (C): -0.869, atom 52 (C): -0.696, atom 53 (Br): 0.617, atom 54 (H): -0.037, atom 55 (H): 0.036, atom 56 (H): 0.032, atom 57 (H): 0.049, atom 58 (Br): 0.641, atom 59 (C): -0.687, atom 60 (C): -0.689, atom 61 (Br): 0.608, atom 62 (H): -0.010, atom 63 (H): 0.064, atom 64 (H): 0.061, atom 65 (H): 0.054, atom 66 (Br): 0.590, atom 67 (C): -0.691, atom 68 (C): -0.689, atom 69 (Br): 0.607, atom 70 (H): 0.049, atom 71 (H): 0.060, atom 72 (H): 0.061, atom 73 (H): 0.054, atom 74 (Br): 0.721, atom 75 (C): -0.610, atom 76 (C): -0.692, atom 77 (Br): 0.591, atom 78 (H): 0.054, atom 79 (H): 0.059, atom 80 (H): 0.056, atom 81 (H): 0.053

---

C21H23AuNO5SSeSi | ωB97M-V/def2-TZVPD

Structure (XYZ):
```
54
C21H23AuNO5SSeSi (ωB97M-V/def2-TZVPD)
Au -2.191 -0.404 -2.593
S -3.858 1.098 -1.479
C -2.449 2.082 -1.428
C -2.277 3.269 -0.706
C -1.027 3.850 -0.679
C 0.034 3.265 -1.372
C -0.211 2.114 -2.092
N -1.423 1.559 -2.127
H -3.110 3.682 -0.155
H -0.866 4.754 -0.104
H 1.027 3.688 -1.339
H 0.560 1.612 -2.665
O -2.867 -2.319 -3.171
Se -1.347 -2.765 -3.763
O -1.456 -3.575 -5.135
O -0.687 -1.240 -3.984
O -0.521 -3.571 -2.647
C 0.664 -3.449 0.359
C 0.272 -2.390 1.376
C -1.036 -2.732 2.077
C 1.386 -2.130 2.377
Si -0.061 -0.683 0.388
O -1.266 -1.024 -0.564
C -0.520 0.613 1.696
C 0.356 1.196 2.616
C -0.079 2.165 3.509
C -1.407 2.568 3.507
C -2.298 1.985 2.618
C -1.856 1.020 1.724
C 1.537 -0.234 -0.513
C 1.847 -0.959 -1.668
C 2.937 -0.614 -2.454
C 3.737 0.464 -2.102
C 3.435 1.202 -0.965
C 2.340 0.859 -0.185
H 0.608 -4.443 0.822
H 1.689 -3.299 0.012
H 0.008 -3.466 -0.513
H -0.916 -3.657 2.655
H -1.835 -2.884 1.350
H -1.339 -1.940 2.766
H 1.625 -3.068 2.893
H 1.088 -1.401 3.134
H 2.297 -1.779 1.886
H 1.394 0.885 2.651
H 0.621 2.609 4.208
H -1.745 3.327 4.203
H -3.340 2.284 2.614
H -2.557 0.571 1.029
H 1.205 -1.781 -1.977
H 3.148 -1.180 -3.354
H 4.584 0.739 -2.719
H 4.044 2.057 -0.695
H 2.102 1.470 0.677
```

Summary:
E_HOMO (spin up / spin down), eV: -5.045 / -5.714
Energy relative to the best compared isomer or geometry (same formula, charge and spin), kJ/mol: 67.6
Total energy, a.u.: -4469.7594
Spin multiplicity: 3
<S²>: 2.0155
Total charge: -1
Kohn-Sham gap (spin up / spin down), eV: 7.501 / 5.447

Okay, here come the natural (NBO) numbers, in e, for every atom: atom 1 (Au): 1.315, atom 2 (S): -0.225, atom 3 (C): 0.065, atom 4 (C): -0.278, atom 5 (C): -0.140, atom 6 (C): -0.300, atom 7 (C): 0.076, atom 8 (N): -0.544, atom 9 (H): 0.226, atom 10 (H): 0.213, atom 11 (H): 0.224, atom 12 (H): 0.228, atom 13 (O): -1.052, atom 14 (Se): 2.740, atom 15 (O): -1.044, atom 16 (O): -1.083, atom 17 (O): -1.078, atom 18 (C): -0.642, atom 19 (C): -0.369, atom 20 (C): -0.625, atom 21 (C): -0.627, atom 22 (Si): 1.973, atom 23 (O): -0.997, atom 24 (C): -0.540, atom 25 (C): -0.199, atom 26 (C): -0.232, atom 27 (C): -0.222, atom 28 (C): -0.230, atom 29 (C): -0.136, atom 30 (C): -0.462, atom 31 (C): -0.204, atom 32 (C): -0.222, atom 33 (C): -0.206, atom 34 (C): -0.247, atom 35 (C): -0.221, atom 36 (H): 0.193, atom 37 (H): 0.204, atom 38 (H): 0.275, atom 39 (H): 0.192, atom 40 (H): 0.231, atom 41 (H): 0.205, atom 42 (H): 0.203, atom 43 (H): 0.207, atom 44 (H): 0.212, atom 45 (H): 0.206, atom 46 (H): 0.203, atom 47 (H): 0.202, atom 48 (H): 0.207, atom 49 (H): 0.231, atom 50 (H): 0.261, atom 51 (H): 0.218, atom 52 (H): 0.202, atom 53 (H): 0.201, atom 54 (H): 0.208

---

C2H7N2O3 | ωB97M-V/def2-TZVPD

Structure (XYZ):
```
14
C2H7N2O3 (ωB97M-V/def2-TZVPD)
C 0.657 -0.293 -0.379
C -0.868 0.566 0.366
N 0.562 -1.462 -0.992
N 1.789 0.186 0.023
O -1.622 0.888 -0.684
O -1.480 -0.494 1.023
O -0.320 1.475 1.167
H -0.389 -1.987 -1.041
H 1.357 -1.792 -1.515
H 1.807 1.166 0.315
H 2.597 -0.370 -0.291
H -2.505 0.630 -0.567
H -0.998 -0.966 1.618
H -0.587 2.452 0.957
```

Summary:
E_HOMO, eV: -14.939
Energy relative to the best compared isomer or geometry (same formula, charge and spin), kJ/mol: 0.0
Total energy, a.u.: -415.3724
Total charge: +1
Kohn-Sham gap, eV: 11.732

Okay, here come the natural (NBO) numbers, in e, for every atom: atom 1 (C): 0.444, atom 2 (C): 0.851, atom 3 (N): -0.770, atom 4 (N): -0.726, atom 5 (O): -0.681, atom 6 (O): -0.708, atom 7 (O): -0.705, atom 8 (H): 0.460, atom 9 (H): 0.416, atom 10 (H): 0.450, atom 11 (H): 0.413, atom 12 (H): 0.517, atom 13 (H): 0.500, atom 14 (H): 0.540

---

> The highest total energy belongs to which entry?

C2H7N2O3